Computed, not measured: a cluster of 4 separate species, C18H37Cl2FO6 in total, with the ωB97M-V functional and the def2-TZVPD basis.

Summary:
* multiplicity: 1
* calculated total energy: -59311.4282 eV
* SMILES: C/C(Cl)=C(/Cl)OC(=O)OCCF.CCOCC.CCOCC.CCOCC
* orbital gap: 9.643 eV

```
64
Properties=species:S:1:pos:R:3:lowdin_charge:R:1
Cl 0.9675 1.5884 0.4180 0.682
Cl -1.6628 3.3609 0.6559 0.789
F -7.1006 0.0232 0.2073 -0.045
O -3.1455 2.8129 3.3271 0.168
O 1.7395 7.0412 2.9506 -0.161
O -0.8728 -2.6753 -0.7003 -0.179
O 2.9763 -4.3208 -3.1326 -0.175
O -4.7929 1.6751 2.3530 0.053
O -2.6822 1.2135 1.7860 0.008
C 3.5540 -5.6109 -3.0307 -0.280
C 0.1577 5.1556 3.0914 -0.092
C 1.0784 7.8698 3.8894 -0.285
C -1.9203 -3.4487 -1.2587 -0.280
C -0.2336 -1.5110 -2.7756 -0.069
C -6.6734 0.7163 1.3277 -0.169
C -0.4597 1.0025 1.1850 -0.711
C 3.4817 -3.4954 -4.1674 -0.279
C -3.5138 1.9911 2.5543 -0.581
C -1.5351 1.7693 1.2659 -0.739
C -1.4771 -4.8105 -1.7664 -0.076
C 1.5515 7.6850 5.3215 -0.083
C -5.1823 0.9481 1.1772 -0.125
C 0.1908 -2.3516 -1.5835 -0.269
C 1.5940 5.6452 3.1529 -0.277
C 3.2822 -4.0602 -5.5634 -0.078
C -0.4341 -0.4071 1.7155 -0.080
C 5.0468 -5.5995 -2.7500 -0.079
H -1.2542 -0.9727 1.2657 0.077
H 2.1751 5.1863 2.3523 0.117
H 5.6198 -5.2009 -3.5883 0.066
H -0.4397 5.5269 3.9254 0.072
H -0.7655 -0.6171 -2.4448 0.079
H -2.3474 -5.3930 -2.0713 0.076
H -0.8850 -2.0615 -3.4562 0.068
H 3.0263 -6.0864 -2.2035 0.118
H 5.2645 -4.9921 -1.8706 0.082
H -2.6395 -3.5731 -0.4481 0.117
H 0.9000 -1.7877 -0.9756 0.111
H -2.4292 -2.8928 -2.0547 0.108
H -4.6658 -0.0101 1.1147 0.136
H 1.2897 8.8874 3.5596 0.117
H 5.3960 -6.6162 -2.5668 0.077
H 3.8771 -4.9588 -5.7321 0.067
H -6.8751 0.0979 2.2052 0.128
H -0.3139 5.4833 2.1659 0.058
H 0.7090 -3.2567 -1.9167 0.098
H 2.6350 7.7965 5.3823 0.081
H 0.1338 4.0660 3.1319 0.067
H 1.0869 8.4338 5.9641 0.075
H 0.5046 -0.8930 1.4634 0.067
H -0.0075 7.7330 3.8285 0.107
H 1.2885 6.7030 5.7169 0.066
H -0.5922 -0.4052 2.7966 0.091
H 4.5396 -3.2661 -3.9961 0.109
H 2.0600 5.3428 4.0982 0.108
H -4.9692 1.5480 0.2897 0.142
H 0.6469 -1.2020 -3.3401 0.070
H 3.5832 -3.3217 -6.3071 0.077
H 2.2332 -4.3116 -5.7266 0.081
H -7.2296 1.6522 1.3944 0.128
H 2.9335 -2.5579 -4.0674 0.110
H 3.3391 -6.2017 -3.9286 0.108
H -0.9492 -5.3550 -0.9823 0.082
H -0.8129 -4.7309 -2.6280 0.067
```